# 1
86
Properties=species:S:1:pos:R:3 method="wB97M-V/def2-TZVPD" spin_multiplicity=2 relative_energy_kcal_mol=0.0 homo_lumo_gap_ev="7.667 / 5.700" lumo_ha="-0.0222 / -0.0945" homo_ev="-8.272 / -8.271" energy_ha=-10861.78053
C 3.82 0.14 -1.37
H -5.17 0.21 0.05
F 2.56 2.45 -6.21
C 4.94 5.83 -3.49
Se -1.64 -0.94 -2.24
F 1.20 1.42 -4.88
C -2.34 -2.28 1.99
S -0.61 3.29 -2.25
C -3.65 1.63 -0.41
N 0.33 1.35 0.29
H -1.67 -3.77 3.40
H 1.29 -2.01 1.59
C -2.84 -4.63 1.82
H -2.76 -5.64 2.21
N -2.69 2.00 -1.28
C -3.05 -2.05 0.82
C 2.98 -0.63 -3.49
H 2.02 -4.25 2.29
C 4.02 -0.11 -2.72
C -3.65 -3.10 0.15
C -3.55 -4.39 0.65
C 1.82 2.58 -5.13
C 1.44 -4.13 1.38
H 4.63 0.54 -0.77
C 1.16 -2.29 6.15
C -1.08 -1.96 5.34
F 5.21 5.08 -2.43
C -3.74 2.34 0.76
P -0.07 -1.06 -0.84
C 1.02 -2.87 0.99
P -1.76 -0.84 2.91
C 1.66 -1.70 5.00
O 3.22 5.24 -5.42
C 0.26 -2.71 -0.16
H -3.15 -1.04 0.45
H 1.84 -2.63 6.92
C 0.80 -1.25 4.01
C 1.55 -0.62 -1.56
C 2.59 -0.11 -0.78
F 5.14 7.11 -3.16
N 0.13 2.11 1.37
H -3.79 4.14 2.73
Cu 1.07 2.02 -1.31
C 1.11 -5.24 0.61
H 1.44 -6.22 0.92
F 5.75 5.51 -4.48
C -2.83 3.39 0.97
H 1.20 -0.77 3.13
C -0.58 -1.39 4.17
O 2.52 6.85 -3.66
H -4.47 2.08 1.50
H -2.51 5.19 2.04
Se -3.42 0.17 3.72
H -2.15 -2.02 5.48
N -0.53 1.43 2.26
N -1.89 3.70 0.07
C -4.53 0.48 -0.78
N 2.59 4.41 -3.12
H 4.97 0.11 -3.18
C -2.23 -3.58 2.49
F 0.90 3.51 -5.30
H -4.02 -5.21 0.13
C 1.75 -0.89 -2.91
H 0.11 -5.95 -1.15
H -4.19 -2.91 -0.77
C -2.83 4.17 2.24
S 2.92 2.98 -3.65
H -5.15 0.75 -1.64
H -2.09 3.71 2.90
C -1.81 3.00 -1.04
H 2.73 -1.58 4.87
H 2.44 0.10 0.27
H 3.13 -0.80 -4.54
C -0.07 -3.82 -0.94
H -3.91 -0.38 -1.06
H 0.93 -1.27 -3.51
C -0.78 0.18 1.77
C -0.21 -2.42 6.32
C 0.37 -5.08 -0.55
O 2.40 2.03 -2.63
H -0.65 -3.69 -1.84
H -2.53 1.45 -2.12
H -0.61 -2.86 7.22
S 3.15 5.63 -4.04
O 4.25 2.68 -4.07
C -0.22 0.12 0.51

---

# 2
11
Properties=species:S:1:pos:R:3 method="wB97M-V/def2-TZVPD" relative_energy_kcal_mol=97.8 homo_lumo_gap_ev=8.950 smiles=C#Cc1ccoc1 lumo_ha=0.0276 homo_ev=-8.201 energy_ha=-306.05573
C -2.20 1.79 0.31
C 0.56 0.10 0.98
C 1.52 -1.41 -0.40
O 1.53 -0.76 0.79
H -0.18 -1.11 -2.10
C -1.12 1.17 -0.24
H 2.20 -2.24 -0.47
H -3.01 2.66 0.71
C -0.16 0.08 -0.34
H 0.32 0.50 1.93
C 0.54 -0.79 -1.18

---

# 3
80
Properties=species:S:1:pos:R:3 method="wB97M-V/def2-TZVPD" spin_multiplicity=2 charge=-2 homo_lumo_gap_ev="4.177 / 5.177" lumo_ha="0.1431 / 0.1429" homo_ev="-0.283 / -1.289" energy_ha=-3785.96944
O -16.45 7.96 -13.87
N -13.09 15.78 -15.30
O -13.03 15.17 -16.41
C -7.82 14.50 -18.99
H -9.79 9.72 -16.77
H -13.51 15.24 -21.45
O -15.64 16.42 -19.81
C -14.68 6.21 -21.45
H -13.21 17.52 -19.88
H -13.62 12.81 -20.87
O -15.45 6.53 -15.67
H -11.61 9.81 -16.61
H -15.70 18.47 -20.44
H -17.29 10.07 -17.47
C -14.10 13.26 -21.73
H -17.96 10.14 -15.85
C -9.00 12.15 -16.20
C -17.18 14.60 -19.18
C -14.41 8.65 -20.13
H -8.74 13.18 -16.48
H -14.08 7.25 -23.21
C -7.18 15.65 -18.52
O -16.32 16.18 -17.36
H -15.01 16.25 -23.08
H -16.03 18.27 -18.87
C -14.03 8.53 -21.49
C -14.15 7.33 -22.14
H -15.17 10.73 -16.58
O -13.74 16.84 -15.20
H -13.81 17.76 -18.23
O -17.15 8.34 -16.40
S -15.78 15.48 -18.50
H -7.39 17.48 -17.88
H -10.52 9.91 -15.28
C -14.89 12.42 -22.58
H -10.68 15.98 -20.26
O -11.92 14.02 -18.73
C -15.83 14.34 -23.76
C -9.06 14.69 -19.74
C -15.38 17.83 -19.62
H -8.41 11.45 -16.79
H -9.54 13.83 -20.17
C -17.13 9.74 -16.45
O -14.63 14.61 -18.48
H -14.95 5.30 -21.97
C -9.68 15.96 -19.84
V -12.81 13.34 -17.61
H -14.83 11.35 -22.43
O -13.63 12.08 -18.23
H -17.00 14.40 -20.24
C -14.19 14.61 -22.01
S -16.01 7.77 -15.25
H -8.73 12.02 -15.16
H -17.39 13.73 -18.55
C -15.73 10.12 -15.88
C -14.87 7.53 -19.44
H -6.27 15.53 -17.95
H -15.93 10.66 -14.95
H -10.40 11.88 -17.72
H -7.27 13.57 -19.02
H -9.73 17.98 -19.21
H -16.40 12.26 -24.06
C -9.15 17.07 -19.17
C -15.79 12.94 -23.49
H -15.40 7.62 -18.50
H -18.00 15.31 -19.10
H -14.24 9.64 -19.74
O -14.93 8.95 -15.69
O -11.38 12.46 -15.98
H -13.67 19.12 -19.31
H -13.88 9.36 -22.16
C -14.94 6.33 -20.08
C -13.93 18.06 -19.27
H -15.34 5.44 -19.62
H -16.41 14.68 -24.61
C -7.90 16.83 -18.58
C -10.38 11.70 -16.65
O -12.63 15.29 -14.32
C -10.64 10.22 -16.32
C -15.00 15.17 -23.04

---

# 4
8
Properties=species:S:1:pos:R:3 method="wB97M-V/def2-TZVPD" relative_energy_kcal_mol=134.1 homo_lumo_gap_ev=8.922 lumo_ha=0.0029 homo_ev=-8.844 energy_ha=-1349.62234
H -0.60 1.02 2.00
Si -0.39 -0.17 1.24
Cl 1.12 -0.76 2.37
H -0.71 0.59 -1.77
F 1.07 1.39 -1.51
Cl -1.60 -1.78 0.83
H 0.90 -0.60 -1.78
C 0.21 0.31 -1.38

---

# 5
74
Properties=species:S:1:pos:R:3 method="wB97M-V/def2-TZVPD" relative_energy_kcal_mol=90.3 homo_lumo_gap_ev=10.083 smiles="COC(=O)OC.COC(=O)OC.O=C1OCCO1.O=C1OCCO1.O=C1OCCO1.O=C1OCCO1.O=C1OCCO1" lumo_ha=0.0034 homo_ev=-9.991 energy_ha=-2399.35695
H 10.82 2.11 -2.99
H 11.42 3.26 -4.20
O 13.78 0.84 1.95
C 14.51 1.78 2.66
H 11.69 0.81 2.37
H 16.00 4.46 -5.45
O 19.00 6.09 -0.04
H 15.61 -0.86 6.59
O 14.82 1.33 -2.53
C 16.64 3.74 -0.80
O 16.60 -0.60 1.63
C 16.14 -1.24 5.71
O 18.13 -0.72 3.15
H 16.69 4.51 -2.86
H 16.75 3.07 -6.39
O 22.27 -0.93 6.29
H 16.77 -3.07 6.87
C 17.66 -0.18 -2.76
C 16.63 -2.67 5.87
O 17.05 5.81 -1.20
H 16.46 -1.29 -0.41
C 13.74 1.90 -2.54
H 20.52 -2.52 8.47
O 15.39 -1.28 4.50
C 22.13 -2.15 5.79
H 16.96 -0.55 5.52
O 18.72 -1.25 0.98
C 11.69 2.69 -3.31
H 12.47 -0.67 2.92
O 15.64 -3.48 5.21
H 19.59 -2.21 3.49
C 16.42 4.77 -1.84
H 13.06 0.16 4.72
C 12.63 0.40 2.75
O 16.74 2.73 -4.40
O 17.86 4.08 -0.13
H 18.26 -0.21 -1.85
C 21.97 -0.97 7.71
H 15.28 2.92 -5.66
H 15.07 -0.58 0.29
H 21.16 -0.24 7.80
C 16.25 3.40 -5.48
C 18.05 5.34 -0.38
H 22.25 -2.81 8.68
H 22.86 -0.64 8.24
H 19.19 -1.28 4.90
H 15.86 3.56 -0.07
O 21.64 -3.01 6.77
H 12.44 4.38 -2.63
H 11.94 1.43 4.57
O 16.94 0.65 -5.49
O 17.68 1.13 -3.27
H 16.44 0.40 -0.23
H 18.09 -0.89 -3.47
C 14.99 -2.62 4.33
H 15.36 5.00 -1.76
H 17.47 -2.83 5.19
C 12.84 1.04 4.11
H 16.66 -0.56 -2.59
O 12.86 1.90 -3.54
O 13.22 2.73 -1.57
H 16.78 2.76 -1.26
C 21.50 -2.39 8.01
O 13.96 1.93 3.91
H 20.06 -0.49 3.70
C 16.16 -0.51 0.29
H 11.32 3.69 -1.44
O 22.19 -2.38 4.59
C 17.06 1.39 -4.45
O 14.06 -2.98 3.62
C 19.26 -1.22 3.81
O 15.53 2.36 2.28
C 12.12 3.46 -2.14
C 17.86 -0.91 1.82

---

# 6
5
Properties=species:S:1:pos:R:3 method="wB97M-V/def2-TZVPD" relative_energy_kcal_mol=9.8 homo_lumo_gap_ev=12.713 smiles=FC(F)Cl lumo_ha=0.0351 homo_ev=-11.757 energy_ha=-698.60495
Cl -1.56 -0.03 -0.34
F 0.59 1.10 -0.44
H 0.25 -0.01 1.23
C 0.04 0.01 0.00
F 0.68 -1.06 -0.44

---

# 7
10
Properties=species:S:1:pos:R:3 method="wB97M-V/def2-TZVPD" spin_multiplicity=3 relative_energy_kcal_mol=61.5 homo_lumo_gap_ev="5.833 / 8.509" lumo_ha="0.0207 / -0.0483" homo_ev="-5.268 / -9.823" energy_ha=-486.15538
H 0.71 2.30 0.85
I 4.98 -0.03 0.10
H -2.32 -1.23 1.16
N -0.76 -0.52 -0.30
C 0.02 1.69 0.21
H -2.30 -1.88 -0.52
H -2.76 -0.04 -0.06
N -0.38 0.59 0.07
C -2.12 -0.95 0.04
H 4.92 0.06 -1.55

---

# 8
57
Properties=species:S:1:pos:R:3 method="wB97M-V/def2-TZVPD" charge=-1 relative_energy_kcal_mol=0.0 homo_lumo_gap_ev=6.133 lumo_ha=0.0716 homo_ev=-4.186 energy_ha=-9616.79894
H 5.13 3.16 0.52
H -1.59 -3.67 1.19
H 2.63 4.44 -1.13
H 0.43 4.83 -0.03
Se -1.85 2.53 -1.32
H 0.63 1.30 -0.18
H 3.99 4.49 0.76
H 0.01 -1.35 -3.26
H 0.66 3.42 0.99
H 0.21 -1.80 2.82
C -1.97 -1.40 2.68
H -1.49 -2.08 4.58
N -3.20 -2.17 -6.57
H -3.11 -4.40 1.69
H -2.43 -0.54 3.18
Se -4.26 0.26 -0.74
S -2.04 -2.32 -1.53
C 2.12 3.63 -0.59
C -0.90 -0.82 1.77
H 4.11 1.93 2.42
H -2.65 -3.98 4.03
Se -2.29 3.11 0.89
S -2.50 -0.25 -3.39
N 0.23 -0.02 -1.70
H -3.21 -1.81 0.91
C -1.84 -3.71 3.34
C 3.42 1.49 -0.36
N 3.15 2.77 0.00
N -1.33 -2.35 3.62
H 1.56 3.07 -1.33
O 0.33 -1.18 2.05
C 3.97 3.00 2.33
C -3.01 -2.21 1.90
C 1.08 0.72 -0.98
C -2.39 -3.61 1.92
Rh -1.86 0.03 -1.21
Te -4.26 1.52 1.40
H 2.42 -1.44 -3.79
H -1.04 -4.44 3.44
N -2.52 -5.42 -3.63
H 2.98 3.26 2.70
C -2.67 -2.90 -4.15
C -2.45 -1.96 -3.16
O -1.14 -0.03 0.87
O 4.44 0.92 0.00
H 1.72 4.82 1.18
H -3.95 -2.20 2.46
H 4.02 -0.09 -2.40
C 4.13 3.42 0.87
H 4.72 3.50 2.95
C 2.95 -0.06 -2.23
C 2.07 -0.81 -2.99
C 1.18 4.21 0.45
C 0.72 -0.77 -2.69
C -2.59 -4.29 -3.86
C 2.44 0.74 -1.21
C -2.96 -2.50 -5.49

---

# 9
15
Properties=species:S:1:pos:R:3 method="wB97M-V/def2-TZVPD" relative_energy_kcal_mol=7.1 homo_lumo_gap_ev=10.412 smiles="CC/C=N/N.Br" lumo_ha=0.0301 homo_ev=-9.593 energy_ha=-2803.15146
C 0.07 1.66 -1.39
N 0.01 -1.76 1.20
H -0.84 1.14 -1.24
H -0.82 -1.64 1.81
H -0.65 -2.90 0.10
H -0.11 2.68 -1.92
H 0.44 2.53 0.48
N 0.53 -0.68 0.71
H -1.00 0.62 1.03
H 0.65 -2.43 1.52
H 0.56 1.07 -2.14
H 1.84 1.57 0.13
C -0.03 0.40 0.68
C 0.65 1.58 0.01
Br -1.29 -3.85 -0.99

---

# 10
13
Properties=species:S:1:pos:R:3 method="wB97M-V/def2-TZVPD" charge=+1 relative_energy_kcal_mol=100.4 homo_lumo_gap_ev=9.310 smiles="C#C[C@@H](N)[NH+]=C" lumo_ha=-0.1922 homo_ev=-14.541 energy_ha=-265.74855
N -0.20 1.45 0.05
C -1.88 -0.52 -0.56
H 0.43 0.21 1.66
N -0.96 -0.78 0.32
H -0.45 2.08 0.75
H -2.51 -1.37 -0.77
H 0.47 1.98 -0.56
H -1.04 -1.64 0.72
H -1.69 0.32 -1.11
C 1.50 -0.34 0.05
H 3.53 -0.85 -0.55
C 0.26 0.18 0.51
C 2.53 -0.71 -0.49

---

# 11
75
Properties=species:S:1:pos:R:3 method="wB97M-V/def2-TZVPD" charge=+1 relative_energy_kcal_mol=19.1 homo_lumo_gap_ev=4.635 smiles="Cc1cc(C)c([C@H](C)C[C@@H](N=[N+]=C2CCCc3ccccc3C2=O)c2c(C)cc(C)cc2C)c(C)c1" lumo_ha=-0.2211 homo_ev=-10.653 energy_ha=-1465.23939
H -1.02 -5.80 1.78
C 3.39 1.95 5.36
H 3.87 3.11 -0.18
O 1.21 -0.77 1.80
H -1.59 -0.61 -4.66
H 1.51 3.12 -0.37
C -1.54 0.95 0.44
H -0.30 -6.75 0.47
H -2.27 -2.22 -4.33
H -2.57 -0.49 1.65
C 3.44 1.69 2.93
H -3.29 -4.82 -0.36
C 2.14 1.13 2.97
C -2.29 1.98 1.00
C 1.58 0.42 1.77
H 1.02 -4.69 -0.30
H 3.91 2.22 6.29
C -2.34 -4.34 -0.62
H -0.50 -2.01 -4.47
H -2.73 5.31 0.83
H 3.38 3.97 1.28
H 5.15 2.33 1.79
C 1.32 -2.91 -2.27
H -4.50 -3.35 -1.58
H -1.54 4.47 -1.17
H 1.16 -2.92 -3.36
H -0.63 0.71 -2.92
C 4.13 1.96 1.61
H 4.21 1.03 1.03
C -1.76 -0.47 0.91
C -0.65 2.52 -1.20
H -0.87 -0.88 1.40
H 5.11 2.37 4.09
N 2.44 0.54 -0.43
H 1.01 2.18 -2.58
C 0.06 -4.28 -0.61
H -2.07 -6.62 0.62
H -4.18 4.36 0.46
C -0.57 1.28 -0.53
C 1.63 1.15 0.47
C -3.21 4.33 0.97
H -3.39 4.14 2.03
C -0.22 -0.22 -2.50
H -2.88 1.77 1.90
H -0.44 2.90 -3.32
H 2.05 -3.69 -2.06
H 0.17 -0.71 -0.39
H 1.26 3.06 1.35
H 0.46 0.56 4.19
C -1.13 -6.07 0.72
H 1.77 -1.95 -2.00
C 0.18 2.87 -2.41
C -2.33 3.24 0.41
C 0.32 0.16 -1.06
C 3.36 2.99 0.79
C -2.37 -3.21 -1.44
N 1.74 0.14 -1.42
C 4.07 2.04 4.13
H -3.72 -2.86 -3.10
C 2.07 1.47 5.37
H -3.91 -1.69 -1.77
H 0.61 3.88 -2.30
C 0.05 -3.21 -1.52
C -1.51 3.49 -0.70
C -1.13 -4.87 -0.17
C -1.17 -2.55 -1.79
C -1.30 -1.26 -2.60
H -2.03 -1.17 0.10
C 1.89 2.64 0.55
C -3.69 -2.74 -2.00
H -2.22 -0.76 -2.24
C 1.46 1.02 4.19
C -1.43 -1.55 -4.11
H 1.52 1.42 6.31
H 0.66 -0.46 -3.13

---

# 12
15
Properties=species:S:1:pos:R:3 method="wB97M-V/def2-TZVPD" relative_energy_kcal_mol=78.0 homo_lumo_gap_ev="9.199 / 9.198" lumo_ha="-0.0001 / -0.0001" homo_ev="-9.201 / -9.200" energy_ha=-437.01916
C -1.67 0.58 -0.30
O 2.37 -0.25 -0.19
O -0.03 1.87 1.45
H 0.24 1.94 2.38
H 0.42 -1.99 0.41
C 0.13 -1.26 -0.34
H -2.29 -0.15 -0.81
H -1.41 1.38 -0.98
H -0.49 -1.71 -1.11
N 0.35 0.58 1.07
C -0.43 -0.06 0.23
C 1.70 -0.96 -0.98
H 1.46 0.41 0.74
O 1.88 -1.41 -2.08
H -2.25 1.02 0.51

---

Please write out number 1 again, unchanged.
86
Properties=species:S:1:pos:R:3 method="wB97M-V/def2-TZVPD" spin_multiplicity=2 relative_energy_kcal_mol=0.0 homo_lumo_gap_ev="7.667 / 5.700" lumo_ha="-0.0222 / -0.0945" homo_ev="-8.272 / -8.271" energy_ha=-10861.78053
C 3.82 0.14 -1.37
H -5.17 0.21 0.05
F 2.56 2.45 -6.21
C 4.94 5.83 -3.49
Se -1.64 -0.94 -2.24
F 1.20 1.42 -4.88
C -2.34 -2.28 1.99
S -0.61 3.29 -2.25
C -3.65 1.63 -0.41
N 0.33 1.35 0.29
H -1.67 -3.77 3.40
H 1.29 -2.01 1.59
C -2.84 -4.63 1.82
H -2.76 -5.64 2.21
N -2.69 2.00 -1.28
C -3.05 -2.05 0.82
C 2.98 -0.63 -3.49
H 2.02 -4.25 2.29
C 4.02 -0.11 -2.72
C -3.65 -3.10 0.15
C -3.55 -4.39 0.65
C 1.82 2.58 -5.13
C 1.44 -4.13 1.38
H 4.63 0.54 -0.77
C 1.16 -2.29 6.15
C -1.08 -1.96 5.34
F 5.21 5.08 -2.43
C -3.74 2.34 0.76
P -0.07 -1.06 -0.84
C 1.02 -2.87 0.99
P -1.76 -0.84 2.91
C 1.66 -1.70 5.00
O 3.22 5.24 -5.42
C 0.26 -2.71 -0.16
H -3.15 -1.04 0.45
H 1.84 -2.63 6.92
C 0.80 -1.25 4.01
C 1.55 -0.62 -1.56
C 2.59 -0.11 -0.78
F 5.14 7.11 -3.16
N 0.13 2.11 1.37
H -3.79 4.14 2.73
Cu 1.07 2.02 -1.31
C 1.11 -5.24 0.61
H 1.44 -6.22 0.92
F 5.75 5.51 -4.48
C -2.83 3.39 0.97
H 1.20 -0.77 3.13
C -0.58 -1.39 4.17
O 2.52 6.85 -3.66
H -4.47 2.08 1.50
H -2.51 5.19 2.04
Se -3.42 0.17 3.72
H -2.15 -2.02 5.48
N -0.53 1.43 2.26
N -1.89 3.70 0.07
C -4.53 0.48 -0.78
N 2.59 4.41 -3.12
H 4.97 0.11 -3.18
C -2.23 -3.58 2.49
F 0.90 3.51 -5.30
H -4.02 -5.21 0.13
C 1.75 -0.89 -2.91
H 0.11 -5.95 -1.15
H -4.19 -2.91 -0.77
C -2.83 4.17 2.24
S 2.92 2.98 -3.65
H -5.15 0.75 -1.64
H -2.09 3.71 2.90
C -1.81 3.00 -1.04
H 2.73 -1.58 4.87
H 2.44 0.10 0.27
H 3.13 -0.80 -4.54
C -0.07 -3.82 -0.94
H -3.91 -0.38 -1.06
H 0.93 -1.27 -3.51
C -0.78 0.18 1.77
C -0.21 -2.42 6.32
C 0.37 -5.08 -0.55
O 2.40 2.03 -2.63
H -0.65 -3.69 -1.84
H -2.53 1.45 -2.12
H -0.61 -2.86 7.22
S 3.15 5.63 -4.04
O 4.25 2.68 -4.07
C -0.22 0.12 0.51